i | Density functional theory data (the ωB97M-V functional and the def2-TZVPD basis) for a molecular structure, C6H16N2O.

For the HOMO energy, the calculation gives -7.2 eV.

Last column: Mulliken charge in e.
Element x y z (Å)
C  -0.3975  -1.0075  -0.1346  0.727
C  0.0730  0.3477  -0.1069  1.167
C  0.1966  -2.0614  0.7568  -1.730
C  -0.5925  1.4085  -0.9577  -1.596
C  1.5171  0.6556  0.1878  -1.688
C  0.4374  -1.2135  -1.9653  -1.154
N  -0.8016  0.5544  1.6936  -0.281
N  -0.5539  1.7801  2.3293  -0.637
O  -1.7328  -1.2437  -0.2905  -0.552
H  -2.1221  -0.5936  -0.8875  0.366
H  -1.7941  0.5565  1.4570  0.271
H  -0.5623  2.6005  1.7152  0.247
H  0.3435  1.7366  2.7974  0.264
H  1.2787  -2.0870  0.6814  0.382
H  -0.2186  -3.0281  0.4781  0.461
H  -0.0880  -1.8387  1.7840  0.433
H  -1.6418  1.2078  -1.1781  0.329
H  -0.0704  1.5303  -1.9069  0.361
H  -0.5422  2.3696  -0.4415  0.382
H  1.5631  1.5483  0.8160  0.464
H  2.0626  0.8789  -0.7285  0.412
H  2.0290  -0.1409  0.7183  0.326
H  1.3892  -0.7474  -2.1978  0.301
H  -0.3450  -0.9209  -2.6606  0.325
H  0.5726  -2.2918  -1.9591  0.420



ii | Density functional theory data (the ωB97M-V functional and the def2-TZVPD basis) for 2 unconnected molecules or ions with the total composition C6H16N2O.

For the HOMO energy, the calculation gives -8.7 eV. The structure (SMILES) is C=C(C)O.CCC(N)N.

Last column: Mulliken charge in e.
Element x y z (Å)
C  -0.6818  0.7596  1.9536  -1.165
C  -1.3713  0.9217  0.7545  0.995
C  -1.2889  2.1694  -0.0794  -1.257
O  -2.5275  0.2084  0.5521  -0.561
H  -0.0545  1.5790  2.2785  0.343
H  -1.2102  0.2638  2.7574  0.349
H  -1.3441  1.9292  -1.1425  0.286
H  -0.3657  2.7098  0.1202  0.330
H  -2.1262  2.8293  0.1609  0.357
H  -2.3713  -0.5538  -0.0353  0.416
C  2.3070  0.3436  -0.8346  -1.156
C  1.4154  -0.8121  -1.2771  -0.562
C  0.2907  -1.1108  -0.2752  1.748
N  -0.7452  -2.0345  -0.7349  -0.792
N  0.7396  -1.3724  1.0201  -0.840
H  3.0868  0.5354  -1.5723  0.404
H  1.7251  1.2593  -0.7179  0.191
H  2.7795  0.1172  0.1193  0.309
H  2.0121  -1.7218  -1.3941  0.308
H  0.9694  -0.5842  -2.2512  0.279
H  -0.3183  -0.0824  -0.2028  -1.196
H  -0.9209  -1.9274  -1.7285  0.216
H  -0.4376  -2.9908  -0.5939  0.229
H  0.3035  -0.3793  1.6539  0.379
H  0.1345  -2.0563  1.4693  0.388



Short version: ii, i, most stable first.



i | Density functional theory data (the ωB97M-V functional and the def2-TZVPD basis) for 3 unconnected molecules or ions with the total composition C6H16N2O.

For the HOMO energy (alpha / beta), the calculation gives -6.3 / -6.4 eV.

Last column: Mulliken charge in e.
Element x y z (Å)
C  -0.8591  0.0361  -0.5053  0.459
C  -0.5338  0.2022  0.8499  0.486
C  1.5641  0.0783  0.2128  0.238
C  -1.1660  1.1970  -1.3994  -1.463
C  -0.4900  -0.8809  1.8912  -1.681
C  2.0924  0.9383  -0.8993  -1.601
N  -2.7777  0.0451  0.7442  -0.930
N  1.7448  -1.3362  -0.0543  -0.591
O  -0.6460  -1.1068  -1.1626  -0.506
H  0.1633  -1.5510  -0.7624  0.601
H  -0.5778  1.2170  1.2153  0.403
H  1.9310  0.3841  1.1929  0.348
H  -3.0121  -0.9111  0.4704  0.216
H  -3.2948  0.6387  0.0948  0.216
H  1.8439  -1.8845  0.7908  0.217
H  2.5399  -1.5358  -0.6563  0.211
H  -1.4294  2.0837  -0.8281  0.313
H  -2.0024  0.9276  -2.0441  0.410
H  -0.3231  1.4101  -2.0582  0.331
H  -1.3351  -0.7320  2.5596  0.488
H  0.4269  -0.8338  2.4826  0.403
H  -0.5733  -1.8737  1.4504  0.301
H  1.6969  0.6193  -1.8673  0.368
H  1.8278  1.9850  -0.7449  0.342
H  3.1897  0.8834  -0.9726  0.421



ii | Density functional theory data (the ωB97M-V functional and the def2-TZVPD basis) for 2 unconnected molecules or ions with the total composition C6H16N2O.

For the HOMO energy (alpha / beta), the calculation gives -5.4 / -5.4 eV.

Last column: Mulliken charge in e.
Element x y z (Å)
C  1.4245  -0.8988  0.0991  0.223
C  -1.4326  -0.7090  0.6393  -0.404
C  -1.0333  0.6835  0.5706  -0.542
C  -0.0184  0.5802  -1.7934  -1.047
C  1.7532  -0.7068  1.5454  -1.057
C  -2.6127  -1.2180  -0.1417  -1.377
N  0.2991  0.7772  -0.3842  0.296
N  1.0627  1.9780  -0.2431  -0.825
O  2.4443  -0.6489  -0.7773  -0.507
H  2.7933  0.2416  -0.6098  0.382
H  0.9091  -1.8033  -0.1791  0.423
H  -1.2304  -1.2170  1.5775  0.283
H  0.9801  2.2818  0.7221  0.243
H  0.7061  2.7488  -0.8114  0.253
H  -0.6812  1.0963  1.5184  0.362
H  -1.7792  1.3740  0.1519  0.412
H  -0.5673  1.4221  -2.2359  0.338
H  0.8763  0.4349  -2.3948  0.340
H  -0.6340  -0.3101  -1.8914  0.380
H  0.9319  -1.0294  2.1784  0.278
H  2.6418  -1.2988  1.7963  0.371
H  1.9964  0.3360  1.7639  0.253
H  -2.5146  -2.2841  -0.3712  0.297
H  -2.7349  -0.7187  -1.1086  0.305
H  -3.5801  -1.1116  0.3789  0.321



Short version: i, ii, most stable first.



i | Density functional theory data (the ωB97M-V functional and the def2-TZVPD basis) for a molecular structure, C4H4LiO5Tb.

For the HOMO energy (alpha / beta), the calculation gives -20.6 / -21.8 eV. The spin multiplicity is 8. Its total charge is +3.

Last column: Mulliken charge in e.
Element x y z (Å)
O  -3.4360  0.4314  -0.2268  -0.205
C  -2.4878  0.7195  0.6405  0.808
C  -3.5808  -0.9982  -0.3311  -0.171
O  -1.7786  1.7062  0.5648  -0.703
O  -2.1063  -0.3514  1.3128  -0.292
C  -2.9635  -1.4659  0.9943  -0.225
Li  0.1033  1.6508  0.6150  0.975
H  -2.9090  -1.3370  -1.2451  0.197
H  -4.6450  -1.2264  -0.4359  0.343
H  -3.6776  -1.6402  1.8038  0.340
C  0.5105  -0.8979  -0.7575  1.420
O  0.9827  0.1562  -0.2426  -0.546
O  1.2224  -1.7550  -1.2816  -0.597
Tb  3.3973  -0.5226  -1.1520  1.383
H  -2.3311  -2.3527  0.8769  0.274



ii | Density functional theory data (the ωB97M-V functional and the def2-TZVPD basis) for a molecular structure, C4H4LiO5Tb.

For the HOMO energy (alpha / beta), the calculation gives -20.4 / -19.6 eV. The spin multiplicity is 8. Its total charge is +3.

Last column: Mulliken charge in e.
Element x y z (Å)
O  3.6402  1.0665  1.1128  -0.499
C  3.7740  -0.1450  1.2632  0.662
O  2.9138  -1.0078  0.9523  -0.666
Li  2.5545  -2.8018  1.3144  0.944
Tb  1.5319  0.8795  0.3530  1.723
C  -0.4372  0.4813  -1.2918  -1.173
C  -1.6066  1.0628  -1.0861  0.074
H  -0.1814  -0.0302  -2.2261  0.473
H  -1.7608  2.1070  -0.8085  0.494
O  -4.2819  -1.2170  -0.9621  -0.295
C  -3.1903  -0.6973  -1.3836  0.883
O  -2.6872  -1.1366  -2.4686  -0.286
O  -2.8696  0.3993  -0.8251  -0.114
H  -4.8418  -1.5557  -1.6800  0.431
H  -1.6973  -0.9099  -2.6638  0.350



Short version: i, ii, most stable first.



i | Density functional theory data (the ωB97M-V functional and the def2-TZVPD basis) for C5H7F in the gas phase.

For the HOMO energy, the calculation gives -9.2 eV. The structure (SMILES) is C=C(C)/C=C/F.

Last column: Mulliken charge in e.
Element x y z (Å)
C  0.8534  -0.8160  -1.1247  -0.661
C  -0.0379  -0.3711  -0.2217  0.466
C  -1.4989  0.0002  -0.6529  -1.020
C  0.6880  -0.1675  1.0278  -0.605
C  0.8228  1.1112  1.3320  0.059
F  0.9635  1.4548  2.5842  -0.242
H  1.8457  -1.1251  -0.7178  0.278
H  0.7549  -1.1996  -2.2399  0.242
H  -1.8890  -0.6233  -1.4619  0.343
H  -1.7452  1.0306  -1.0603  0.234
H  -2.1954  -0.3177  0.1721  0.297
H  0.8165  -0.9454  1.7887  0.324
H  0.6218  1.9690  0.5743  0.286



ii | Density functional theory data (the ωB97M-V functional and the def2-TZVPD basis) for 2 unconnected molecules or ions with the total composition C5H7F.

For the HOMO energy (alpha / beta), the calculation gives -8.1 / -8.1 eV.

Last column: Mulliken charge in e.
Element x y z (Å)
C  -1.5165  1.4784  -0.1867  -0.684
C  -1.2439  0.3676  0.5569  -0.073
C  2.2909  -1.2129  1.2247  0.016
C  -0.2180  -0.3524  0.0806  -0.087
C  0.0100  -0.7227  -1.3324  -0.989
F  3.1612  -0.1801  1.2697  -0.152
H  -1.6815  2.4057  0.3291  0.262
H  -1.1049  1.6344  -1.1884  0.261
H  -1.7385  0.3832  1.6333  0.244
H  1.8326  -0.9988  2.2567  0.076
H  -0.1074  -1.7320  -0.9455  0.337
H  -0.6616  -0.5290  -2.0912  0.499
H  0.9775  -0.5414  -1.6069  0.291



iii | Density functional theory data (the ωB97M-V functional and the def2-TZVPD basis) for C5H7F in the gas phase.

For the HOMO energy, the calculation gives -9.5 eV. The structure (SMILES) is C#C[C@@H](C)CF.

Last column: Mulliken charge in e.
Element x y z (Å)
C  -0.8870  -2.5063  -0.6981  0.197
C  -0.2999  -1.5507  -0.3565  -0.808
C  0.4217  -0.4490  0.2499  0.189
C  0.6564  0.8276  -0.5695  -1.220
C  -0.7323  0.1819  1.5233  -0.446
F  -0.6677  -0.7732  2.4411  -0.264
H  -1.6729  -3.2530  -0.9472  0.383
H  1.3247  -0.8159  0.8363  0.275
H  -0.1076  1.0742  -1.3582  0.323
H  0.6218  1.6652  0.0679  0.328
H  1.5344  0.8465  -1.1658  0.377
H  -0.2770  1.0683  1.8604  0.364
H  -1.7867  0.3414  1.2253  0.300



Short version: i, iii, ii, most stable first.



i | Density functional theory data (the ωB97M-V functional and the def2-TZVPD basis) for a molecular structure, C4H4OS.

For the HOMO energy, the calculation gives -9.2 eV.

Last column: Mulliken charge in e.
Element x y z (Å)
C  0.2263  0.0036  -0.0078  -0.701
C  -0.7879  -0.0090  -1.3238  0.052
C  0.4384  -0.5209  -1.8301  0.004
C  0.3887  1.2445  0.0866  -0.189
O  0.5406  -1.7391  -2.1966  -0.600
S  -0.7240  1.7584  -1.2032  -0.179
H  0.8057  -0.8636  0.2675  0.361
H  -1.6679  -0.5344  -1.6281  0.452
H  1.3881  0.1811  -1.6537  0.331
H  1.0180  1.7167  0.7308  0.469



ii | Density functional theory data (the ωB97M-V functional and the def2-TZVPD basis) for C4H4OS in the gas phase.

For the HOMO energy, the calculation gives -9.1 eV. The structure (SMILES) is C=CC(=O)C=S.

Last column: Mulliken charge in e.
Element x y z (Å)
C  -0.6330  -1.3351  0.0472  -0.708
C  -0.3508  -0.3718  -0.8673  -0.128
C  0.5035  0.7353  -0.6271  0.690
O  1.3437  1.1231  -1.4037  -0.501
C  0.3135  1.1591  0.7784  -0.447
S  1.5696  1.5544  1.6896  -0.139
H  -1.0688  -2.2784  0.0168  0.314
H  -0.3481  -1.0675  1.0486  0.228
H  -0.6025  -0.5350  -1.9218  0.320
H  -0.7271  1.0158  1.2392  0.371



Short version: ii, i, most stable first.



i | Density functional theory data (the ωB97M-V functional and the def2-TZVPD basis) for 2 unconnected molecules or ions with the total composition C3H9N3.

For the HOMO energy, the calculation gives -7.1 eV.

Last column: Mulliken charge in e.
Element x y z (Å)
C  0.8418  -0.8452  1.0373  -1.256
C  0.0877  -0.6776  -0.2452  0.648
N  -1.5502  -0.4195  0.0740  -0.494
N  0.3775  -1.3399  -1.2927  -0.762
H  -2.1682  -0.7191  -0.6761  0.322
H  -1.8312  -0.8535  0.9537  0.293
H  -0.2829  -1.2360  -2.0588  0.197
H  1.9058  -0.8824  0.8152  0.338
H  0.5533  -1.7888  1.5123  0.352
H  0.6721  -0.0031  1.7077  0.380
C  0.2587  1.4021  -0.5438  -0.440
N  0.8098  2.1316  0.3398  -0.522
H  1.2746  2.9684  -0.0338  0.224
H  0.3527  1.6224  -1.6305  0.289
H  -1.3014  0.6406  0.0409  0.432



ii | Density functional theory data (the ωB97M-V functional and the def2-TZVPD basis) for 2 unconnected molecules or ions with the total composition C3H9N3.

For the HOMO energy, the calculation gives -7.9 eV. The structure (SMILES) is [H]/N=N/[H].C=C(C)N.

Last column: Mulliken charge in e.
Element x y z (Å)
H  -1.1190  0.4585  1.3067  0.282
N  -0.3930  0.0740  2.0439  -0.131
N  0.4568  0.9656  2.3027  -0.419
H  1.0394  0.6778  3.1038  0.213
C  -1.2541  -0.6262  -1.4506  -1.004
C  -0.2303  -0.2277  -0.6805  0.756
C  0.7518  0.8318  -1.0919  -1.177
N  0.2209  -1.0198  0.3972  -0.542
H  -1.8858  -1.4521  -1.1671  0.253
H  -1.5538  -0.0543  -2.3098  0.278
H  0.9599  1.4866  -0.2451  0.311
H  1.6976  0.3900  -1.4090  0.290
H  0.3517  1.4305  -1.9047  0.375
H  1.2160  -1.0359  0.5719  0.309
H  -0.2581  -1.8989  0.5323  0.206



Short version: ii, i, most stable first.